(1)
{
  "formula": "C9H18O2Si",
  "method": "the ωB97M-V functional and the def2-TZVPD basis",
  "relative_energy_ev": 0.665,
  "gap_ev": 9.61,
  "smiles": "COC(=O)/C(C)=C/C[Si](C)(C)C",
  "homo_ev": -8.82,
  "molar_mass_g_mol": 186.33,
  "elements": ["C", "O", "C", "O", "C", "C", "C", "C", "Si", "C", "C", "C", "H", "H", "H", "H", "H", "H", "H", "H", "H", "H", "H", "H", "H", "H", "H", "H", "H", "H"],
  "coordinates": [[-5.02242, -0.60925, -0.41061], [-3.90875, 0.14501, 0.10136], [-2.71761, -0.39875, 0.35084], [-2.55560, -1.58187, 0.35637], [-1.65904, 0.57511, 0.60826], [-1.94787, 1.97426, 0.08139], [-0.32544, 0.12655, 0.96937], [1.27930, 0.58888, 1.26059], [2.46290, -0.28244, -0.03312], [1.90142, 0.10223, -1.81314], [2.43856, -2.18574, 0.25923], [4.06537, 0.61084, 0.35104], [-5.03780, -0.13866, -1.49342], [-5.98304, -0.35073, -0.04090], [-4.80425, -1.70337, -0.41685], [-1.26379, 2.72746, 0.26879], [-2.83301, 2.39449, 0.57897], [-2.32528, 1.76108, -0.98321], [-0.43275, -0.93717, 1.11980], [1.44999, 0.34975, 2.36748], [1.44564, 1.62614, 1.16239], [2.61916, 0.66194, -2.21555], [1.61350, -0.79795, -2.46246], [1.00646, 0.70708, -1.93972], [3.34909, -2.66267, -0.02389], [2.09673, -2.54407, 1.20390], [1.61029, -2.56063, -0.38887], [4.02329, 1.61999, 0.07544], [4.58860, 0.45861, 1.41976], [4.86638, 0.32390, -0.31323]],
  "lowdin_charge": [-0.02, -0.07, -0.54, 0.10, -0.18, -0.06, 0.02, -0.19, 0.57, -0.16, -0.17, -0.21, 0.13, 0.06, 0.10, 0.04, 0.08, 0.12, 0.07, 0.09, 0.02, -0.04, 0.07, 0.03, 0.01, 0.01, 0.04, 0.00, 0.09, 0.01]
}

---

(2)
{
  "formula": "C6H7NO2",
  "method": "the ωB97M-V functional and the def2-TZVPD basis",
  "relative_energy_ev": 2.623,
  "gap_ev": 8.82,
  "smiles": "CC(=O)Nc1ccco1",
  "homo_ev": -8.10,
  "molar_mass_g_mol": 125.13,
  "elements": ["C", "C", "O", "N", "C", "C", "C", "C", "O", "H", "H", "H", "H", "H", "H", "H"],
  "coordinates": [[-3.04211, 0.18169, 0.06430], [-1.73602, -0.45185, -0.02013], [-1.47548, -1.67313, 0.00656], [-0.63648, 0.47972, -0.04750], [0.73060, 0.13138, 0.02769], [1.75386, 0.98279, -0.01966], [2.96882, 0.07954, 0.02306], [2.43863, -1.24622, 0.05313], [1.08510, -1.12380, -0.05429], [-3.06825, 0.68277, 0.91197], [-3.83882, -0.58535, -0.12104], [-3.06912, 0.79674, -0.83756], [-1.04251, 1.43861, -0.03559], [1.77321, 2.22625, 0.10959], [3.93896, 0.24315, -0.10030], [3.21961, -2.16229, 0.03977]],
  "lowdin_charge": [0.00, -0.46, 0.05, 0.14, -0.39, -0.03, -0.04, -0.09, 0.04, 0.04, 0.12, 0.10, 0.16, 0.17, 0.03, 0.17]
}

---

(3)
{
  "formula": "C31H44BIrN9S",
  "method": "the ωB97M-V functional and the def2-TZVPD basis",
  "relative_energy_ev": 1.249,
  "charge": 2,
  "gap_ev": [5.94, 3.70],
  "homo_ev": [-12.42, -12.40],
  "molar_mass_g_mol": 777.85,
  "spin_multiplicity": 6,
  "elements": ["Ir", "C", "C", "C", "C", "C", "C", "N", "N", "B", "N", "C", "C", "C", "N", "C", "C", "C", "N", "C", "C", "C", "N", "C", "C", "C", "H", "H", "H", "H", "H", "H", "H", "H", "H", "H", "H", "H", "H", "H", "H", "H", "H", "H", "H", "H", "H", "H", "H", "H", "H", "H", "H", "H", "C", "N", "C", "C", "C", "C", "C", "C", "C", "C", "H", "H", "H", "H", "H", "H", "H", "H", "H", "H", "H", "H", "S", "C", "N", "C", "C", "C", "N", "H", "H", "H", "H"],
  "coordinates": [[-0.92325, -0.25703, -0.20649], [2.58211, -0.33818, -1.96999], [1.92224, -1.68614, -2.27402], [2.85614, -2.56108, -3.10579], [1.50334, -2.37762, -1.01253], [2.09384, -3.48565, -0.39595], [1.35913, -3.69834, 0.75168], [0.38825, -2.78171, 0.81128], [0.45180, -1.98372, -0.27485], [-0.60205, -2.48478, 1.95300], [-2.04697, -2.44126, 1.46126], [-3.05216, -3.24783, 1.81975], [-4.21903, -2.77074, 1.27188], [-3.86397, -1.60976, 0.58204], [-2.53649, -1.42685, 0.68692], [-4.84673, -0.66489, -0.04829], [-5.64842, 0.01676, 1.06994], [-4.24573, 0.37313, -0.97738], [-0.19685, -1.08391, 2.52976], [0.32794, -0.80358, 3.71828], [0.62206, 0.55245, 3.77505], [0.21181, 1.06623, 2.54503], [-0.28485, 0.06323, 1.80364], [0.25391, 2.48019, 2.04715], [0.27040, 3.47300, 3.20865], [1.46079, 2.70505, 1.13314], [2.82335, 0.18626, -2.89424], [3.51497, -0.48958, -1.42109], [1.92602, 0.31156, -1.38592], [1.01981, -1.49226, -2.85663], [3.81706, -2.69177, -2.60748], [3.04877, -2.08918, -4.06802], [2.43106, -3.54587, -3.29362], [2.92558, -4.06025, -0.75587], [1.44994, -4.44346, 1.52216], [-0.47972, -3.30357, 2.81219], [-2.86863, -4.09610, 2.45483], [-5.20728, -3.17650, 1.38093], [-5.53506, -1.29097, -0.62493], [-4.99139, 0.62981, 1.68821], [-6.14044, -0.70668, 1.71605], [-6.41231, 0.66249, 0.63964], [-3.49953, 0.98621, -0.46259], [-5.02712, 1.04992, -1.32152], [-3.78351, -0.07154, -1.85715], [0.44370, -1.57989, 4.45485], [1.01190, 1.10250, 4.61046], [-0.66276, 2.64226, 1.47120], [1.19496, 3.39112, 3.77951], [-0.56828, 3.31958, 3.88549], [0.21288, 4.49018, 2.82684], [2.38334, 2.66170, 1.71199], [1.40542, 3.68848, 0.66858], [1.51947, 1.96227, 0.33140], [-2.64645, 3.68241, -1.25685], [-1.32126, 3.99919, -1.71147], [-1.23220, 4.90928, -2.82397], [-0.35434, 2.94637, -1.60932], [-0.60146, 1.75919, -2.52558], [-0.46959, 1.89946, -3.90170], [-0.83496, 0.88146, -4.77538], [-1.35869, -0.31417, -4.29800], [-1.47065, -0.50232, -2.93244], [-1.04105, 0.51161, -2.04099], [-3.25522, 4.58645, -1.26942], [-2.61038, 3.31758, -0.22663], [-3.16353, 2.92783, -1.86750], [-1.76697, 5.82774, -2.57814], [-1.65139, 4.52274, -3.76327], [-0.18644, 5.16770, -2.99851], [-0.36564, 2.57666, -0.57687], [0.63812, 3.35912, -1.80821], [-0.08495, 2.82780, -4.30179], [-0.73027, 1.03229, -5.84150], [-1.68175, -1.08627, -4.98329], [-1.88705, -1.43333, -2.55995], [2.90544, -0.42295, 1.31840], [4.24691, -1.37151, 1.86560], [4.57344, -1.39084, 3.18140], [5.62868, -2.10350, 3.63599], [6.37565, -2.81515, 2.74177], [5.98996, -2.74561, 1.39665], [4.95163, -2.04413, 0.97003], [4.02070, -0.85008, 3.83750], [5.81860, -2.05937, 4.69847], [7.22626, -3.39498, 3.06202], [6.54942, -3.27434, 0.63456]],
  "lowdin_charge": [1.51, -0.08, -0.36, -0.05, -0.27, 0.00, -0.05, -0.03, -0.03, -0.52, -0.03, -0.02, 0.02, -0.24, -0.03, -0.35, -0.04, -0.08, -0.03, -0.05, 0.00, -0.29, -0.07, -0.36, -0.05, -0.09, 0.09, 0.06, 0.03, 0.12, 0.08, 0.09, 0.09, 0.11, 0.13, 0.13, 0.14, 0.12, 0.15, 0.09, 0.08, 0.09, 0.04, 0.10, 0.06, 0.14, 0.12, 0.12, 0.08, 0.09, 0.09, 0.08, 0.09, 0.03, -0.08, -0.26, -0.09, -0.19, -0.20, -0.01, -0.02, -0.06, -0.15, -0.31, 0.10, 0.08, 0.08, 0.09, 0.08, 0.09, 0.06, 0.13, 0.12, 0.12, 0.12, 0.10, 1.02, -0.67, 0.11, 0.01, 0.02, -0.03, 0.11, 0.17, 0.15, 0.13, 0.14]
}

---

(4)
{
  "formula": "C16H22N4O3",
  "method": "the ωB97M-V functional and the def2-TZVPD basis",
  "relative_energy_ev": 0.104,
  "gap_ev": 8.49,
  "smiles": "CCCCn1c(N)c(NCc2ccccc2OC)c(=O)[nH]c1=O",
  "homo_ev": -7.81,
  "molar_mass_g_mol": 318.38,
  "elements": ["C", "C", "C", "C", "N", "C", "N", "C", "N", "C", "C", "C", "C", "C", "C", "C", "O", "C", "C", "O", "N", "C", "O", "H", "H", "H", "H", "H", "H", "H", "H", "H", "H", "H", "H", "H", "H", "H", "H", "H", "H", "H", "H", "H", "H"],
  "coordinates": [[4.59962, 2.45160, 0.52999], [4.61747, 0.93179, 0.67407], [4.53629, 0.20934, -0.67146], [3.13912, 0.16925, -1.29855], [2.21729, -0.67449, -0.54833], [1.23526, -0.16807, 0.27425], [1.17162, 1.19201, 0.47975], [0.28883, -0.98847, 0.83496], [-0.71020, -0.44949, 1.67950], [-1.76534, 0.34434, 1.06644], [-2.90997, -0.39221, 0.40488], [-3.04664, -1.76702, 0.39621], [-4.13550, -2.36902, -0.21838], [-5.09798, -1.59070, -0.82654], [-4.98171, -0.20861, -0.82816], [-3.89413, 0.39510, -0.21626], [-3.68704, 1.74862, -0.16045], [-4.63861, 2.59609, -0.75403], [0.40856, -2.41502, 0.71416], [-0.30076, -3.23772, 1.26978], [1.46702, -2.82420, -0.08898], [2.34802, -2.03337, -0.77181], [3.19169, -2.48922, -1.51315], [4.57752, 2.92835, 1.50748], [3.74030, 2.80111, -0.04024], [5.49453, 2.78578, 0.00994], [3.80579, 0.59545, 1.32395], [5.55055, 0.64695, 1.16392], [4.86683, -0.82325, -0.55292], [5.21114, 0.69284, -1.37967], [2.70552, 1.16173, -1.41383], [3.23220, -0.28486, -2.28945], [2.04798, 1.68905, 0.45458], [0.60460, 1.41186, 1.28776], [-1.11146, -1.20663, 2.22667], [-2.18970, 0.98130, 1.85302], [-1.32040, 1.00714, 0.31944], [-2.30240, -2.39422, 0.86211], [-4.22277, -3.44447, -0.21580], [-5.94994, -2.04940, -1.30627], [-5.74555, 0.38240, -1.30872], [-4.72250, 2.41797, -1.83117], [-4.27579, 3.60914, -0.58527], [-5.62400, 2.48433, -0.29000], [1.57465, -3.82311, -0.22342]],
  "lowdin_charge": [-0.11, -0.26, -0.17, -0.13, 0.06, -0.22, 0.17, -0.15, 0.01, -0.15, -0.12, -0.02, -0.09, -0.09, -0.03, -0.23, -0.09, -0.09, -0.41, 0.05, 0.22, -0.47, 0.08, 0.07, 0.06, 0.08, 0.10, 0.11, 0.11, 0.12, 0.12, 0.13, 0.06, 0.10, 0.12, 0.13, 0.12, 0.09, 0.10, 0.10, 0.10, 0.10, 0.09, 0.10, 0.17]
}